[1]
{"formula": "C5H13NO2", "method": "wB97M-V/def2-TZVPD", "charge": 1, "orbital_gap_ev": [12.68, 3.67], "spin_multiplicity": 2, "s2": 0.76, "species": ["C", "C", "C", "C", "H", "H", "H", "H", "H", "H", "H", "H", "H", "H", "N", "C", "O", "O", "H", "H", "H"], "xyz": [[1.66294, -1.44380, -0.07518], [0.56789, 1.71003, -2.04904], [1.35589, 0.82833, -1.11998], [0.98519, -0.62340, -1.12972], [2.68089, -1.06697, 0.07561], [1.69730, -2.51109, -0.24789], [1.16967, -1.29810, 0.88599], [1.15650, 2.59691, -2.28390], [-0.31166, 2.13647, -1.55772], [0.32146, 1.24391, -3.00344], [1.34973, 1.24462, -0.09868], [2.45279, 0.87280, -1.33498], [-0.15200, -0.66624, -1.05925], [1.17932, -1.04178, -2.13486], [-2.98615, -0.29167, 2.70131], [-1.97538, -0.40840, 1.69788], [-1.05024, 0.53003, 1.76248], [-1.95931, -1.28519, 0.86871], [-2.96250, -1.13959, 3.27559], [-3.89653, -0.39382, 2.24569], [-1.28580, 1.00695, 2.58135]], "atomic_forces_ev_per_a": [[0.0967, 0.2042, 0.3553], [0.3722, 0.6182, -0.1076], [-0.6369, 0.1765, 0.3966], [0.9106, -0.0636, -0.0155], [0.0379, -0.1973, 0.0080], [-0.0231, -0.1138, -0.3050], [-0.0522, 0.1146, 0.1812], [0.1349, 0.0978, -0.0732], [-0.2002, -0.3373, -0.1158], [-0.1734, -0.1084, 0.1741], [0.0443, 0.0120, -0.0212], [-0.1021, -0.2348, -0.1153], [-0.1383, -0.0771, -0.0194], [-0.5319, -0.2103, -0.0208], [-0.2577, -0.9728, -0.4405], [0.3241, 0.4708, 0.2342], [-0.5028, -0.3995, 0.4120], [0.0961, 0.0189, -0.5137], [0.2654, 0.2150, 0.2606], [-0.0010, 0.3748, -0.0593], [0.3374, 0.4122, -0.2149]]}

***

[2]
{"formula": "C5H13NO2", "method": "wB97M-V/def2-TZVPD", "charge": 1, "orbital_gap_ev": [11.17, 6.99], "spin_multiplicity": 2, "s2": 0.76, "species": ["C", "N", "C", "C", "C", "C", "O", "H", "H", "H", "H", "H", "H", "H", "H", "H", "H", "H", "H", "H", "O"], "xyz": [[-0.16981, -1.42489, 1.89889], [0.56999, -0.44561, 1.09255], [-0.04902, 0.12124, -0.07711], [0.67201, 0.28796, -1.28223], [-0.30438, -1.22667, -1.14956], [0.20529, 1.06260, -2.47343], [-1.01109, 0.90002, 0.20607], [-0.93025, -0.99005, 2.54784], [0.54544, -1.96946, 2.51860], [-0.55532, -2.20235, 1.25102], [0.78501, 0.37021, 1.68369], [1.71978, 0.04889, -1.18747], [-0.52656, -1.31017, -2.20483], [0.51569, -1.93559, -1.03957], [-1.14474, -1.63887, -0.57670], [1.02731, 1.50404, -3.03579], [-0.43913, 1.87006, -2.13077], [-0.41462, 0.47712, -3.13213], [-0.13604, 2.74956, 2.91203], [-0.44836, 1.83112, 1.69285], [0.08881, 1.92084, 2.48604]], "atomic_forces_ev_per_a": [[0.4436, -0.7238, -0.1865], [-1.2180, 0.5423, 0.9164], [0.3441, 2.7547, -1.4166], [-0.2032, -0.8168, 0.2506], [1.5691, -2.4185, -1.2735], [-0.2619, 0.9531, 0.5628], [-0.5295, -1.1931, 0.8446], [0.0375, 0.1290, -0.1759], [0.1914, 0.4006, 0.1537], [-0.4003, 0.0757, -0.0289], [0.6967, -0.0730, 0.2553], [0.1114, -0.7440, -0.2733], [-0.5984, 0.4661, 0.0131], [-0.1287, -0.1755, 0.3757], [0.0078, 0.7977, -0.0063], [0.0587, -0.2389, 0.1387], [-0.0446, 0.2081, 0.0098], [0.0517, -0.2205, -0.3208], [0.0099, 0.1335, 0.0574], [-0.4697, 0.5682, 0.0740], [0.3323, -0.4250, 0.0296]]}

***

[3]
{"formula": "C5H13NO2", "method": "wB97M-V/def2-TZVPD", "charge": 1, "orbital_gap_ev": [10.00, 6.41], "spin_multiplicity": 2, "s2": 0.76, "species": ["C", "O", "C", "C", "C", "C", "N", "H", "H", "H", "H", "H", "H", "H", "H", "H", "H", "H", "H", "H", "O"], "xyz": [[-2.16737, -1.14824, -0.36008], [-2.58060, -2.14901, -1.27700], [-0.65987, -1.16766, -0.18977], [-0.11949, 0.01812, 0.65574], [0.46046, 1.07872, -0.17146], [-0.11952, 2.33158, -0.37622], [1.58297, 0.82421, -0.79735], [-2.56467, -0.17574, -0.65009], [-2.62890, -1.40057, 0.59244], [-2.61719, -1.77638, -2.16234], [-0.13241, -1.20544, -1.15044], [-0.38682, -2.09780, 0.30822], [0.57923, -0.38891, 1.38669], [-0.92059, 0.42281, 1.28139], [-0.97029, 2.69246, 0.20038], [0.23654, 3.04656, -1.11277], [2.01337, -0.10255, -0.79916], [1.89339, 1.38952, -1.57938], [2.91662, 0.00488, 2.84352], [2.94711, 0.20341, 1.33353], [3.23802, -0.39997, 2.02415]], "atomic_forces_ev_per_a": [[-0.3326, -0.4288, -0.3624], [0.1006, 0.1754, 0.2102], [0.5124, -0.0872, -0.0343], [-0.9321, -0.5311, 1.0938], [0.2841, -0.1480, -0.0135], [-0.8060, 1.1656, 0.0272], [0.6679, -0.6508, -1.1521], [0.1371, 0.2786, -0.0793], [-0.0422, 0.0294, 0.1268], [-0.0139, -0.0503, -0.0352], [-0.2895, 0.0590, -0.0582], [-0.0341, 0.0186, 0.0179], [0.4926, 0.1656, -0.2056], [-0.0332, 0.0887, -0.2213], [0.1685, -0.4506, -0.0311], [0.2622, -0.2676, 0.0311], [-0.2832, 0.1814, 0.3384], [0.0935, 0.3492, 0.2795], [0.2274, -0.1590, -0.1087], [0.2571, 0.1414, 0.1466], [-0.4368, 0.1205, 0.0301]]}

***

[4]
{"formula": "C5H13NO2", "method": "wB97M-V/def2-TZVPD", "charge": 1, "orbital_gap_ev": [11.94, 6.92], "spin_multiplicity": 2, "s2": 0.78, "species": ["C", "C", "N", "C", "C", "C", "O", "H", "H", "H", "H", "H", "H", "H", "H", "H", "H", "H", "H", "H", "O"], "xyz": [[-2.49034, -0.22290, -1.61991], [-1.42126, 0.62126, -1.01297], [-0.56088, 0.30181, 0.03142], [-0.35678, -0.88243, 0.85997], [1.03124, -1.45480, 0.61132], [2.11209, -0.81251, 1.52749], [-1.17324, 1.74145, -1.45423], [-2.53532, -1.22250, -1.20033], [-2.27640, -0.27954, -2.68575], [-3.42733, 0.31992, -1.51624], [0.10187, 1.06569, 0.25997], [-1.22968, -1.52958, 0.75910], [-0.45085, -0.52141, 1.89462], [1.21368, -1.19939, -0.44111], [1.08061, -2.53524, 0.69563], [2.02954, -1.16679, 2.55263], [3.06461, -1.14307, 1.12604], [1.97387, 0.26231, 1.48724], [1.85245, 3.07472, -0.81148], [0.33347, 2.94080, -0.76031], [1.12865, 2.64221, -0.30310]], "atomic_forces_ev_per_a": [[0.4749, -0.3059, 0.4262], [0.1655, 0.9592, -0.7588], [0.5270, -0.7279, 1.3772], [-1.9057, 0.2215, 0.3893], [0.9677, 0.6102, -0.2100], [-0.9282, -0.7066, -0.9114], [-0.4674, -0.1270, -0.0593], [-0.2138, -0.0328, 0.0269], [0.0476, -0.0346, -0.0323], [-0.1095, -0.1145, 0.1330], [0.0666, 0.1965, -0.5678], [0.3465, -0.2998, -0.4640], [0.2578, 0.1808, -0.0137], [0.5020, -0.3652, 0.1645], [-0.5044, -0.1322, 0.0283], [-0.1250, 0.0465, 0.0250], [0.2788, 0.4130, 0.1345], [0.5250, 0.2659, 0.1347], [-0.5179, -0.5468, 0.7265], [-0.0029, 0.0852, -0.0110], [0.6154, 0.4145, -0.5380]]}

***

[5]
{"formula": "C5H13NO2S", "method": "wB97M-V/def2-TZVPD", "charge": 0, "orbital_gap_ev": 8.86, "species": ["C", "C", "C", "C", "C", "N", "O", "O", "S", "H", "H", "H", "H", "H", "H", "H", "H", "H", "H", "H", "H", "H"], "xyz": [[1.03015, -2.64406, 0.60220], [-0.81618, 1.69936, -1.88223], [0.28755, -1.88718, -0.45218], [-0.79231, 0.17179, -1.47008], [0.24014, -0.31955, -0.51762], [1.07807, 0.41915, 0.09636], [0.12346, 1.25094, 3.16552], [-0.73872, 2.73086, 1.26796], [-1.01536, 1.28302, 1.95904], [2.10868, -2.54503, 0.39455], [0.76551, -3.68607, 0.73560], [0.91849, -2.19116, 1.56884], [-1.56642, 1.95799, -2.50276], [-0.97531, 2.33493, -0.97950], [0.10791, 1.91493, -2.32502], [-0.73944, -2.09428, -0.21459], [0.41572, -2.42057, -1.51878], [-0.58562, -0.35770, -2.35414], [-1.84194, -0.06914, -1.19653], [1.80058, -0.01160, 0.69141], [0.00112, 1.66803, 3.97346], [0.19391, 2.79537, 0.95847]], "atomic_forces_ev_per_a": [[2.0840, 0.9318, 0.0625], [1.6076, -1.5575, 4.2610], [-1.5139, -0.5882, -2.1394], [-1.4452, 2.3797, 0.0729], [2.5855, -1.5867, 0.7271], [-0.4296, 0.5785, -0.5350], [0.9552, -1.9032, -3.0583], [0.6003, 0.3938, 0.2241], [-0.1452, 0.5389, 1.4195], [-0.1325, -0.4905, 0.1590], [-0.1358, -0.1335, -0.4883], [-0.3046, 0.4010, 0.6170], [-2.6184, 0.2880, -2.3499], [0.4211, -0.4900, -0.6712], [1.3878, 0.6509, -0.5803], [-1.0201, -0.2539, -0.2220], [-0.0733, 1.5553, 2.1216], [0.0298, -0.9688, -1.3553], [0.7388, -0.3550, 0.2690], [-0.7080, -0.3842, -0.5469], [-1.2816, 1.5565, 2.1659], [-0.6018, -0.5629, -0.1531]]}

***

[6]
{"formula": "C5H13NOS", "method": "wB97M-V/def2-TZVPD", "charge": 0, "orbital_gap_ev": [7.72, 7.72], "species": ["C", "C", "C", "C", "C", "N", "O", "S", "H", "H", "H", "H", "H", "H", "H", "H", "H", "H", "H", "H", "H"], "xyz": [[-1.01097, -2.64125, 1.01394], [2.05040, 2.02809, -1.44293], [-0.87914, -1.10320, 0.87626], [-0.79577, -0.66274, -0.59721], [1.49300, 1.61295, -0.13831], [-0.66438, 0.73873, -1.00369], [0.87152, 2.41004, 0.72171], [-1.62588, 1.90668, -0.61720], [-1.24890, -3.18740, 0.03118], [0.04208, -3.07848, 1.33136], [-1.55922, -2.94824, 1.89560], [3.05815, 2.51605, -1.21425], [1.30257, 2.75842, -1.79257], [2.15151, 1.13357, -2.14239], [-0.09513, -0.69643, 1.46651], [-1.91870, -0.61293, 1.23795], [0.02505, -1.07310, -1.06667], [-1.68944, -1.15858, -1.18539], [1.78236, 0.57850, 0.09572], [-0.18524, 2.58741, 0.43456], [-2.09612, 1.70923, 0.59686]], "atomic_forces_ev_per_a": [[3.1618, -0.9991, -0.3185], [0.2293, 0.4925, 0.0775], [-3.9473, 0.7361, -0.5849], [-2.6433, 0.0900, -0.7817], [-2.5108, -1.2779, -0.0509], [2.5244, -1.5115, 0.2954], [0.4385, -0.7872, -1.1892], [-0.5283, 1.7743, -0.2170], [-0.1528, 0.8884, 1.6524], [-1.6802, 0.8637, -0.9526], [-0.8272, -0.0238, -0.3310], [-1.1694, -0.4507, -0.6772], [0.7183, 0.0029, -0.5504], [-0.0726, 1.3425, 0.9975], [0.6886, 0.3499, 0.5383], [2.3019, -0.9968, -0.3529], [2.0325, -1.3343, -0.8028], [1.2113, 0.9102, 1.1788], [-0.2927, 0.4575, 1.0366], [0.9987, -0.1440, -0.2223], [-0.4807, -0.3827, 1.2549]]}

***

[7]
{"formula": "C5H13NOS", "method": "wB97M-V/def2-TZVPD", "charge": 0, "orbital_gap_ev": 9.10, "species": ["C", "O", "C", "C", "C", "S", "C", "N", "H", "H", "H", "H", "H", "H", "H", "H", "H", "H", "H", "H", "H"], "xyz": [[-0.82939, 0.92527, -1.96228], [-0.35753, 2.22724, -1.57544], [-1.15388, 0.06384, -0.77808], [0.21560, 0.00723, 0.11542], [-0.12480, -0.54824, 1.45550], [1.39080, -0.71031, 2.46830], [2.52708, -1.58940, 1.56499], [-2.32449, 0.58730, -0.06584], [-0.20516, 0.51184, -2.80233], [-1.72438, 1.16347, -2.54343], [-0.03177, 2.62455, -2.37681], [-1.42905, -0.94198, -1.10627], [0.66241, 0.98821, -0.02714], [0.80546, -0.67160, -0.53753], [-0.60007, 0.22414, 2.04084], [-0.69023, -1.49300, 1.37428], [3.52413, -1.25522, 1.89338], [2.59508, -1.46447, 0.46271], [2.51927, -2.68722, 1.58998], [-2.36779, 0.43705, 0.93461], [-2.40129, 1.60130, -0.12487]], "atomic_forces_ev_per_a": [[-0.8489, 0.9576, -2.2954], [0.2939, -0.5800, 0.6156], [1.3301, 0.3319, 1.5559], [-2.0603, -0.8698, -3.2380], [1.7183, -0.1160, 0.2086], [-1.6566, 1.0230, 1.4394], [2.5779, -1.7418, -2.5128], [-0.3955, 0.9527, -0.1421], [0.1543, -0.2710, 1.4222], [-0.6391, -0.4752, 0.2441], [0.1788, 0.4252, -0.2603], [0.3067, -0.0057, -0.0937], [0.0703, 0.0439, 1.0378], [0.0583, 0.0960, 0.7986], [-0.7129, -0.0872, 0.1835], [0.1119, 0.5111, 0.2132], [-0.3001, -0.2459, 0.1174], [-0.4776, 0.7271, 0.5086], [-0.2752, 0.0875, 0.7424], [0.3366, -0.6035, -0.1521], [0.2290, -0.1600, -0.3929]]}

***

[8]
{"formula": "C5H13NOS", "method": "wB97M-V/def2-TZVPD", "charge": 0, "orbital_gap_ev": 9.07, "species": ["C", "C", "C", "O", "N", "H", "H", "H", "H", "H", "H", "H", "C", "C", "S", "H", "H", "H", "H", "H", "H"], "xyz": [[0.68747, -0.02840, 2.39052], [-0.23733, -0.64377, 3.34454], [0.25366, -0.35904, 0.96915], [1.18082, -0.33294, 0.19792], [-1.09853, -0.66317, 0.88159], [0.50915, 1.04828, 2.44795], [1.79066, -0.15557, 2.55684], [0.40394, -0.91786, 4.20013], [-0.52009, -1.79698, 3.05165], [-1.46347, -0.79170, -0.06714], [-1.71860, -1.15263, 1.64611], [-1.06683, -0.00680, 3.68326], [0.73717, -0.59148, -3.14659], [-0.55932, 1.86554, -2.45345], [-0.60405, 0.40800, -3.76001], [0.46227, -1.38257, -2.49219], [1.18027, -0.93274, -4.11401], [1.47422, 0.09455, -2.63728], [0.38460, 1.72812, -1.95615], [-1.38991, 1.79862, -1.72627], [-0.40610, 2.81253, -3.01658]], "atomic_forces_ev_per_a": [[-0.2179, 1.2042, -1.1333], [0.2977, -3.9862, 2.4604], [1.2135, -0.3760, 3.1901], [-1.1430, -0.1227, -2.5588], [-1.4109, -1.0102, -0.7643], [0.2630, 0.2306, 0.0107], [-1.2406, -0.3565, -0.3578], [-0.6717, 0.4878, 0.3862], [0.1361, 2.9305, 0.4904], [0.2849, -0.0634, 0.5489], [2.3713, 1.7362, -2.0602], [0.1031, -0.6408, -0.2651], [1.7044, 1.3301, -1.1028], [0.2042, -0.9319, -1.4743], [-0.7910, 1.9821, 1.4546], [-0.2210, -0.6259, 0.4259], [0.0098, -0.2530, 1.0811], [-0.6421, -0.9985, -0.5383], [0.2456, -0.2785, 0.4742], [0.3907, 0.3385, -0.6975], [-0.8860, -0.5964, 0.4298]]}

***

[9]
{"formula": "C5H13NS", "method": "wB97M-V/def2-TZVPD", "charge": 0, "orbital_gap_ev": 9.28, "species": ["C", "N", "C", "C", "S", "C", "C", "H", "H", "H", "H", "H", "H", "H", "H", "H", "H", "H", "H", "H"], "xyz": [[-1.82864, -0.39389, 0.80173], [-0.70468, -0.98321, 0.05450], [0.51422, -0.21494, -0.04222], [1.21423, -0.28323, -1.38454], [2.52466, 0.93506, -1.53064], [1.75994, -0.76427, 0.97633], [-2.18301, 1.09006, 0.51192], [-2.67844, -1.06322, 0.91488], [-1.38908, -0.25928, 1.81243], [-1.16635, -1.26518, -0.80373], [0.45523, 0.74866, 0.43512], [1.64642, -1.25796, -1.56909], [0.43517, -0.12333, -2.17320], [2.18626, 1.54242, -2.71967], [2.64384, -1.06555, 0.41542], [1.99925, 0.19700, 1.45788], [1.29591, -1.42538, 1.74023], [-1.55494, 1.57501, -0.26535], [-3.19863, 1.15003, 0.11828], [-1.97137, 1.86119, 1.24972]], "atomic_forces_ev_per_a": [[2.5035, 1.9427, 2.5679], [-1.6577, -0.4201, -0.5438], [2.6916, -2.0245, 1.8089], [-2.1825, 0.6040, -1.3605], [0.3408, 0.8952, -0.6960], [-2.5061, 1.6085, 0.0120], [0.0116, 0.4387, -2.0323], [0.1035, 0.0204, -0.4602], [-0.5391, -0.7266, 0.0148], [1.0957, 0.0226, -0.5606], [-0.7482, 0.8024, -0.8760], [-0.0944, -0.2897, 0.1687], [0.7824, 0.0544, 0.2970], [0.0472, -0.5660, 0.8221], [-0.2398, -0.6579, 0.2783], [0.4547, -0.5851, 0.2841], [0.8170, 0.0480, -0.6901], [-0.1926, -0.9435, -0.2811], [-0.0840, 0.3807, 0.2944], [-0.6038, -0.6042, 0.9525]]}

***

[10]
{"formula": "C5H13NS", "method": "wB97M-V/def2-TZVPD", "charge": 0, "orbital_gap_ev": 9.14, "species": ["C", "C", "C", "C", "C", "N", "S", "H", "H", "H", "H", "H", "H", "H", "H", "H", "H", "H", "H", "H"], "xyz": [[0.36215, -2.02440, -0.33086], [1.73992, -1.71542, 1.60755], [-0.20156, -0.22265, 1.53052], [0.27735, 2.04999, -1.86772], [0.61538, -1.42958, 0.99709], [-2.24367, 2.13829, -0.55533], [-1.07098, 1.02479, -1.13222], [-0.41657, -1.66518, -0.99194], [1.30541, -1.85324, -0.92423], [0.21381, -3.14742, -0.29294], [-2.60295, 1.75637, 0.25876], [2.38186, -2.42490, 1.24181], [1.96054, -1.30501, 2.58351], [-1.18892, -0.07057, 1.12651], [-0.09213, -0.45879, 2.67328], [0.38434, 0.65557, 1.40852], [-0.17456, 2.82384, -2.42557], [0.67332, 1.35657, -2.59285], [1.08077, 2.18584, -1.14564], [-3.00352, 2.32591, -1.16825]], "atomic_forces_ev_per_a": [[1.0366, -1.8090, -1.8468], [-0.9034, 0.7800, 1.8016], [1.3156, -2.5205, 2.8537], [-0.4161, -2.1493, 0.9402], [-0.9616, 2.1167, -0.4496], [1.6731, 0.6829, -1.0316], [-0.1225, 0.5173, -1.3048], [-0.4201, 0.4311, 0.4959], [-0.8411, -0.4193, 0.3377], [0.2375, 1.1600, 0.1163], [-0.7298, -0.5492, 2.0794], [1.5868, -1.6587, -0.8840], [0.1362, 0.1585, 0.0146], [-0.1933, -0.3509, 0.4263], [-1.1485, 0.8627, -1.7555], [0.2895, 0.8599, -0.4127], [-0.0232, 1.3417, -0.1037], [0.2014, -0.2950, -0.4212], [-0.2869, 0.9296, -0.0412], [-0.4302, -0.0884, -0.8145]]}

***

Results for calculated total energy: -403.17189, -403.13145, -403.22327, -403.22540, -801.64386, -726.32021, -726.43868, -726.43517, -651.17542, -651.15772 (in hartree, following the order of the records).